The following is a DFT calculation (ωB97M-V with the def2-TZVPD basis set) of a structure of composition C30H49AsGeO3PSi3Sn.

Structure (XYZ):
```
89
Properties=species:S:1:pos:R:3:lowdin_charge:R:1
Sn -0.19976 0.07878 0.40114 1.041
C -2.21782 -0.38144 -3.77205 -0.214
Si -1.12063 -1.81534 -3.33500 0.308
C -1.77235 -3.41489 -4.00124 -0.197
C 0.64496 -1.47071 -3.81410 -0.213
Ge -1.11317 -2.11713 -0.95413 0.541
Si -3.28556 -1.79247 0.07068 0.277
C -3.15030 -2.17084 1.88592 -0.210
C -4.36086 -3.01135 -0.81979 -0.191
C -3.86457 -0.03710 -0.16345 -0.223
Si -0.03646 -4.10545 -0.16558 0.298
C 1.55009 -4.36523 -1.09684 -0.206
C 0.31175 -3.84777 1.64573 -0.204
C -1.23809 -5.47987 -0.48936 -0.198
H -2.11898 -0.14130 -4.83484 0.053
H -1.94892 0.50437 -3.19659 -0.034
H -3.26962 -0.60508 -3.58008 0.040
H -1.82968 -3.36016 -5.09198 0.053
H -2.77437 -3.62841 -3.62421 0.032
H -1.12336 -4.25400 -3.74258 0.031
H 0.73530 -1.29151 -4.88903 0.050
H 1.29313 -2.31261 -3.55961 0.021
H 1.01181 -0.58240 -3.29053 0.011
H -2.88460 -3.21529 2.05689 0.030
H -4.11177 -1.98954 2.37484 0.051
H -2.40503 -1.54808 2.39039 0.024
H -3.96477 -4.02575 -0.75571 0.027
H -4.48386 -2.75579 -1.87390 0.033
H -5.35176 -3.00743 -0.35552 0.055
H -3.20399 0.68148 0.33296 -0.023
H -4.85596 0.08346 0.28271 0.056
H -3.93197 0.24281 -1.21638 0.028
H 2.27754 -3.58665 -0.86314 -0.001
H 1.39228 -4.38428 -2.17743 0.030
H 1.98877 -5.32428 -0.80750 0.053
H 0.87544 -2.92257 1.80411 0.006
H 0.90726 -4.67107 2.04906 0.051
H -0.60756 -3.78560 2.22960 0.024
H -1.51946 -5.53057 -1.54317 0.031
H -2.14846 -5.37551 0.10369 0.029
H -0.77297 -6.43253 -0.22171 0.053
C -4.62646 5.14814 -2.61465 -0.052
C -4.07138 4.19970 -3.46447 -0.056
C -3.10606 3.32485 -2.99103 -0.110
C -2.69889 3.41975 -1.66438 -0.358
C -3.25656 4.35104 -0.80025 -0.082
C -4.22543 5.21991 -1.28895 -0.052
As -1.19712 2.33245 -1.09082 1.248
C -0.61481 3.24282 0.51349 -0.416
C -1.11015 3.07888 1.80260 -0.147
C -0.54260 3.80085 2.84424 -0.054
C 0.51557 4.66503 2.58645 -0.037
C 1.01376 4.82126 1.29918 0.004
C 0.45194 4.10892 0.24649 -0.191
C 0.87951 4.15709 -1.16962 -0.214
C 1.83580 5.01300 -1.70528 -0.011
C 2.14170 4.94655 -3.05744 -0.048
C 1.50830 4.02388 -3.88449 -0.058
C 0.54798 3.16661 -3.36263 -0.084
C 0.23801 3.24914 -2.01458 -0.321
H -5.37840 5.83055 -2.98755 0.118
H -4.38823 4.14217 -4.49730 0.116
H -2.67866 2.58612 -3.65781 0.085
H -2.95101 4.41369 0.23471 0.099
H -4.66166 5.95649 -0.62748 0.117
H -1.95718 2.42786 1.99725 0.102
H -0.92783 3.69740 3.84967 0.117
H 0.95622 5.22674 3.39936 0.120
H 1.83717 5.50236 1.12417 0.120
H 2.33888 5.73680 -1.07645 0.120
H 2.87721 5.62278 -3.47242 0.119
H 1.75200 3.98490 -4.93773 0.116
H 0.05158 2.45223 -4.00870 0.104
C 4.14612 -1.38303 -2.25261 -0.059
O 3.94970 -1.06683 -0.84922 -0.307
P 2.51839 -0.65225 -0.30386 0.627
O 2.85987 -0.30332 1.22853 -0.371
C 3.71802 -1.10167 2.08395 -0.055
O 2.19706 0.82544 -0.85807 -0.444
C 3.18560 1.89719 -0.88970 -0.035
H 5.21034 -1.28516 -2.43661 0.102
H 3.59751 -0.68749 -2.88660 0.080
H 3.82940 -2.40451 -2.44863 0.082
H 4.02482 -0.45420 2.89799 0.099
H 4.58984 -1.44017 1.53052 0.088
H 3.16272 -1.95203 2.47552 0.082
H 3.04461 2.43032 -1.82485 0.084
H 4.18823 1.47828 -0.82907 0.099
H 3.00898 2.55634 -0.04454 0.096
```

Multiplicity: 2
Total charge: +2
M (g/mol): 839.2
E_LUMO (alpha / beta) (eV): -6.707 / -8.077
Orbital gap (alpha / beta) (eV): 6.763 / 5.495